ORCA calculation (the ωB97M-V functional and the def2-TZVPD basis) on a cluster of 4 separate species, C27H45BBrF3NO12S2 in total.

Structure (XYZ):
```
92
Properties=species:S:1:pos:R:3:forces:R:3
Br 2.6552 -0.7033 2.8658 -0.08 0.24 0.29
S -1.9973 -3.6861 1.9579 0.16 -0.08 0.23
S -2.0272 -1.3108 3.7103 -0.07 0.02 -0.25
F -6.0255 3.5881 0.4062 -0.03 -0.03 0.06
F -7.0534 -0.5786 -2.3173 0.03 -0.04 -0.08
F -1.6282 -4.1990 -5.5919 0.09 -0.01 0.06
O -0.1841 -5.2627 -4.2131 -0.14 -0.15 0.03
O -3.2124 1.3420 -0.2590 -0.30 -0.11 -0.06
O -4.9698 7.5112 2.1957 -0.04 0.06 0.07
O -3.6459 5.8023 1.5615 -0.06 -0.01 0.00
O -4.9422 -1.1524 -2.8942 0.06 0.02 0.24
O -5.8268 5.7212 1.1212 0.00 0.08 -0.20
O -4.1562 0.8296 -3.5297 0.00 -0.02 -0.04
O 4.7741 4.5903 1.9488 -0.07 0.00 -0.02
O -2.9476 -1.0285 -3.9315 0.08 -0.01 -0.09
O -0.7327 -4.3358 -2.2639 -0.01 -0.09 -0.06
O 1.0888 -5.6554 -2.3893 0.05 -0.01 -0.02
O 6.4221 -1.8511 0.1515 0.01 -0.20 -0.12
N -2.4622 -1.1439 1.0571 0.29 0.02 0.29
C 1.7017 0.9392 -0.2177 -0.12 0.07 -0.15
C -3.9123 -0.4967 -3.4987 -0.13 0.06 -0.04
C 2.7858 1.9934 -0.5003 -0.12 0.25 0.22
C -1.9731 0.6514 -0.4595 0.22 -0.31 0.11
C -5.2377 4.6921 0.3540 0.01 0.07 0.09
C 5.1074 2.7980 0.2390 0.13 -0.21 0.10
C -2.1409 -1.9329 2.2171 -0.14 0.06 0.10
C 4.6643 -2.6115 1.7157 0.13 0.53 -0.05
C 2.0819 -3.1596 1.1002 -0.19 -0.07 0.13
C 2.0564 -0.4716 -0.7138 0.27 0.02 -0.27
C 0.6821 -2.8611 1.6482 -0.22 -0.23 -0.08
C -1.6256 -3.7843 -3.2357 -0.03 0.15 0.05
C 5.7105 3.8957 1.1472 0.25 0.07 -0.10
C 4.5703 4.0041 3.2208 -0.09 -0.13 -0.04
C -3.9023 4.4954 1.0383 0.19 -0.13 -0.08
C 3.3317 -1.1284 -0.1421 -0.19 0.24 0.15
C -0.3745 -3.8028 1.0751 -0.23 0.47 -0.06
C -5.7545 -0.1933 -2.2445 0.06 0.03 0.01
C 0.1583 -5.1311 -2.8953 0.07 0.08 0.05
C 3.7576 2.2062 0.6775 -0.11 -0.15 -0.27
C -3.9455 0.8573 0.8669 0.19 0.15 -0.09
C 5.6632 -2.9775 0.6143 -0.08 -0.23 0.09
C -4.8227 6.4546 1.6865 0.06 -0.08 0.07
C -1.5045 -0.0591 0.7994 -0.03 0.14 -0.31
C -5.4826 1.0595 -3.0516 0.00 0.09 0.00
C -1.5006 -4.7774 -4.3697 0.04 0.03 -0.05
C -3.8575 -0.6494 1.0724 0.07 -0.10 -0.08
B 3.2186 -1.9736 1.2421 0.23 -0.78 -0.43
H 4.5100 -3.4877 2.3588 -0.05 0.07 -0.05
H -5.4602 -0.1305 -1.1949 -0.15 0.00 -0.08
H 1.9811 -3.4256 0.0329 0.06 0.07 0.10
H -6.1657 1.1180 -3.9008 -0.07 -0.02 0.04
H 3.6653 -1.8570 -0.8980 0.03 0.06 0.15
H -3.5945 1.3796 1.7665 -0.12 -0.14 0.01
H 3.5287 4.1683 3.5089 0.12 0.06 0.03
H 4.1359 -0.3824 -0.0982 -0.08 -0.02 -0.12
H 6.3781 -3.7279 0.9797 -0.02 0.05 -0.05
H 2.1880 -0.3737 -1.8050 -0.10 -0.02 0.12
H -4.9902 1.1295 0.6864 0.08 0.05 0.16
H 5.1576 -3.4118 -0.2585 0.04 0.04 0.08
H -2.1955 -5.6190 -4.3143 -0.05 0.05 -0.10
H -0.5677 -3.5920 0.0249 0.19 -0.17 -0.01
H -5.1710 5.0195 -0.6854 -0.04 -0.11 -0.04
H 3.3293 1.7555 -1.4243 -0.03 -0.14 0.13
H -4.3229 -0.8580 2.0425 -0.01 -0.06 -0.15
H 5.1787 -1.8741 2.3575 0.02 -0.19 -0.01
H 5.0324 3.1709 -0.7902 -0.10 0.11 0.20
H 6.5065 3.4810 1.7846 -0.18 0.00 -0.02
H 2.2925 2.9604 -0.6795 0.11 -0.11 -0.12
H 0.6680 -2.9314 2.7416 0.08 0.11 -0.13
H -0.0859 -4.8495 1.2067 -0.11 0.07 -0.10
H -3.1073 4.1877 0.3661 0.04 0.09 0.01
H 3.2604 2.8684 1.3882 0.05 -0.07 -0.01
H 2.4273 -4.0813 1.5947 -0.01 0.10 -0.08
H 0.7825 1.2485 -0.7412 0.23 -0.07 0.08
H -2.6276 -3.7024 -2.8271 0.02 -0.06 0.11
H 5.2348 4.4643 3.9636 -0.04 -0.09 -0.03
H -3.9846 3.7815 1.8590 -0.09 -0.02 -0.02
H 6.1878 4.6588 0.5224 -0.04 -0.09 0.05
H -0.5170 -0.4805 0.5986 -0.21 0.09 0.07
H 6.1902 -1.1177 0.7212 -0.09 0.17 0.10
H -1.2752 -2.7984 -3.5351 -0.02 0.00 -0.11
H 1.1985 -1.1519 -0.5903 0.11 0.11 0.07
H 0.3892 -1.8356 1.4018 0.16 -0.17 0.20
H 1.4685 0.9515 0.8529 0.06 -0.10 -0.07
H 3.8988 1.2472 1.1794 0.04 0.18 0.11
H -1.2194 1.3645 -0.8022 -0.27 0.03 0.09
H -1.4091 0.6313 1.6488 0.04 -0.01 -0.07
H -2.1047 -0.1149 -1.2388 0.03 0.17 0.04
H 5.8368 1.9782 0.2007 -0.05 0.14 -0.16
H -5.5212 1.9753 -2.4702 0.15 -0.01 0.05
H 4.7358 2.9202 3.2005 0.00 0.13 0.04
H -4.4276 -1.1710 0.2934 0.04 -0.03 0.11
```
Positions in Å, forces in eV/Å.

- Kohn-Sham gap (hartree) = 0.259
- HOMO level (eV) = -5.5
- charge = -1
- E (eV) = -155332.5087

---

ORCA calculation (the ωB97M-V functional and the def2-TZVPD basis) on a structure of composition C18H17F9N2O8OsP2.

Structure (XYZ):
```
57
Properties=species:S:1:pos:R:3:forces:R:3
Os 0.0612 0.1453 0.0691 0.22 -0.41 -0.02
P -3.1047 0.7374 -0.3740 -0.27 0.14 -0.04
P -3.2961 -0.1198 -3.1577 0.47 0.15 -0.24
F 2.4367 1.8632 -3.6854 0.00 0.00 0.02
F -2.9212 -1.1367 3.4802 -0.04 -0.02 0.00
F 4.6546 2.9529 1.1431 -0.02 -0.02 0.00
F -1.9248 4.1381 2.7132 -0.05 -0.03 0.03
F -0.3463 2.3452 1.5574 0.11 -0.03 0.03
F 5.7830 3.9646 -1.1360 0.00 -0.01 0.00
F 4.6538 3.3763 -3.5396 -0.01 0.00 0.03
F 2.4649 1.4034 1.0044 -0.12 0.04 0.04
F -4.4419 0.6657 4.6549 -0.01 0.04 0.01
O -3.7244 0.7539 -1.8825 -0.05 -0.16 0.12
O -3.1218 -0.8182 0.0361 -0.14 -0.01 -0.06
O -3.9308 1.5875 0.4770 0.01 -0.09 0.01
O -3.9837 -1.5565 -2.9013 -0.21 0.09 -0.01
O -3.6438 0.4795 -4.4587 -0.11 -0.08 0.19
O 1.2530 0.8834 -1.4676 0.15 -0.04 0.15
O -1.6206 1.0293 -0.5806 0.38 0.38 -0.19
O -0.5646 -1.6712 -1.6363 -0.04 -0.18 0.14
N 0.8616 -1.9460 0.2517 0.08 0.55 0.11
N -0.6985 -0.3482 1.8068 -0.45 0.26 0.27
C 4.1053 2.7093 -0.0485 0.00 0.02 -0.02
C -2.6116 0.1634 3.3037 -0.19 0.01 0.09
C 4.6819 3.2105 -1.1966 0.06 0.04 0.01
C -3.4238 1.1073 3.9052 -0.03 -0.09 0.03
C 2.2320 -2.4279 -0.1627 -0.12 -0.20 -0.05
C 3.1797 -1.4116 -0.7496 -0.04 0.14 0.01
C -2.1766 2.8440 2.9274 0.01 0.04 0.01
C 2.9588 1.9429 -0.1399 0.04 -0.13 0.31
C -1.3641 1.9092 2.3332 0.14 0.15 0.00
C 0.6768 -2.2794 1.6998 0.02 -0.32 -0.09
C 2.3323 1.6331 -1.3425 -0.49 -0.07 -0.25
C -0.2268 -2.5353 -0.5901 0.03 -0.06 -0.15
C 2.9574 2.1419 -2.4845 0.05 0.09 -0.18
C 4.1003 2.9120 -2.4173 0.01 0.03 -0.14
C -0.6050 -1.7246 2.2588 -0.04 0.16 0.06
C -1.5506 0.5374 2.4893 0.48 -0.32 -0.24
C 0.1754 -1.7846 -2.8609 0.15 0.04 0.02
C -3.2276 2.4572 3.7318 -0.06 0.08 0.03
H 2.0819 -3.2454 -0.8691 0.03 -0.02 0.00
H -0.5392 -1.7910 3.3472 -0.06 0.03 0.02
H -3.9862 -1.0529 0.3965 -0.02 -0.05 0.03
H -1.4805 -2.3098 1.9583 0.07 -0.02 0.01
H 1.5251 -1.8331 2.2177 -0.01 0.04 0.00
H 0.8299 -2.6579 -2.8327 -0.01 0.00 -0.03
H 4.1105 -1.9133 -1.0200 -0.04 -0.02 0.02
H 2.7706 -0.9349 -1.6352 -0.02 -0.01 -0.06
H -1.1248 -2.6399 0.0130 0.04 0.05 0.04
H -3.8883 3.1838 4.1817 0.02 -0.02 0.01
H 0.7163 -3.3629 1.8550 0.06 -0.03 -0.11
H 2.6882 -2.8662 0.7240 0.01 -0.05 0.00
H 0.7632 -0.8792 -3.0069 0.02 -0.01 0.02
H -4.4928 -1.7855 -3.6934 0.00 -0.11 0.02
H 0.0820 -3.5125 -0.9682 0.03 -0.05 0.01
H -0.5362 -1.8945 -3.6758 -0.05 0.00 0.00
H 3.4208 -0.6388 -0.0227 0.01 0.05 0.02
```
Positions in Å, forces in eV/Å.

- Kohn-Sham gap (alpha / beta) (hartree) = 0.304 / 0.252
- HOMO level (alpha / beta) (eV) = -8.3 / -8.2
- spin multiplicity = 5
- E (eV) = -83804.7931

---

ORCA calculation (the ωB97M-V functional and the def2-TZVPD basis) on a structure of composition C4H7ClO.

Structure (XYZ):
```
13
Properties=species:S:1:pos:R:3:forces:R:3
Cl -0.6603 1.4834 1.6393 -0.01 0.29 0.22
O 0.2573 0.9978 -0.7947 0.52 0.24 0.17
C 0.2118 0.4620 0.5014 -2.90 -3.08 -2.04
C 1.4801 -0.0958 1.0507 0.03 0.19 -0.13
C -0.8479 0.3134 -1.3855 -0.22 -0.26 0.14
C -1.0360 -0.8055 -0.3496 2.61 2.83 1.62
H -0.5016 -1.7257 -0.5187 0.05 -0.23 -0.13
H -1.7151 0.9787 -1.4306 0.03 -0.05 -0.03
H 1.2881 -0.5876 2.0001 0.00 -0.02 0.03
H 1.8922 -0.8064 0.3388 0.02 -0.05 -0.02
H 2.2073 0.7006 1.2051 0.06 0.11 0.04
H -1.9889 -0.9084 0.1406 -0.19 -0.02 0.08
H -0.5871 -0.0065 -2.3969 0.00 0.04 0.05
```
Positions in Å, forces in eV/Å.

- Kohn-Sham gap (hartree) = 0.374
- energy relative to the best compared isomer or geometry (same formula, charge and spin) (kJ/mol) = 197.0
- HOMO level (eV) = -9.2
- E (eV) = -18829.4865

---

ORCA calculation (the ωB97M-V functional and the def2-TZVPD basis) on an isolated molecule of C7H10S.

Structure (XYZ):
```
18
Properties=species:S:1:pos:R:3:forces:R:3
S 1.4384 0.1519 -0.6561 0.11 -0.41 1.06
C -0.9109 0.2909 0.7473 -0.10 0.04 -0.08
C -1.9195 0.4887 -0.3550 -0.15 0.08 0.26
C -2.1635 -0.3595 -1.3351 -0.14 -0.05 -0.15
C -0.3810 -1.1167 0.7785 0.01 0.13 0.22
C 0.2941 1.1809 0.4686 0.45 -0.16 -0.37
C 3.0487 0.0402 -0.2309 -0.36 0.49 -0.33
C 0.7502 -1.3126 0.1334 -0.15 0.31 -0.34
H -2.4360 1.4399 -0.3100 -0.12 0.07 -0.10
H 3.6722 0.6876 -0.8243 0.12 0.04 -0.21
H -0.9459 -1.8901 1.2745 0.02 -0.19 0.03
H 3.2743 0.0049 0.8203 0.04 -0.14 0.34
H -1.6614 -1.3093 -1.4090 0.12 -0.18 0.03
H 0.0429 2.0928 -0.0649 -0.02 0.12 -0.01
H 1.2964 -2.2266 -0.0025 0.12 -0.19 -0.08
H -2.8777 -0.1350 -2.1082 -0.14 0.11 -0.13
H -1.3788 0.5532 1.7032 0.04 0.00 -0.07
H 0.8574 1.4187 1.3702 0.15 -0.09 -0.06
```
Positions in Å, forces in eV/Å.

- Kohn-Sham gap (hartree) = 0.303
- energy relative to the best compared isomer or geometry (same formula, charge and spin) (kJ/mol) = 322.8
- HOMO level (eV) = -7.4
- E (eV) = -18252.8697

---

ORCA calculation (the ωB97M-V functional and the def2-TZVPD basis) on an isolated molecule of C3H5N3O.

Structure (XYZ):
```
12
Properties=species:S:1:pos:R:3:forces:R:3
O 2.5574 -0.5899 -0.6317 0.13 -0.09 0.22
N -0.5177 0.9776 -0.1417 -0.03 -0.09 0.09
N -1.9083 -0.6305 0.9481 -0.08 -0.01 -0.09
N 0.4189 -0.9647 0.3779 -0.16 0.20 -0.23
C -0.6804 -0.2446 0.4199 -0.04 0.17 -0.22
C 1.3203 -0.1653 -0.2852 -0.09 0.26 -0.08
C 0.7983 1.0492 -0.6003 0.14 -0.10 -0.09
H 1.2009 1.9101 -1.1056 -0.02 -0.10 0.07
H -2.1249 -1.5992 0.7475 0.12 0.08 0.13
H 2.8077 -1.3240 -0.0591 -0.14 -0.03 -0.02
H -1.2290 1.6737 -0.2882 0.08 -0.10 0.08
H -2.6599 -0.0316 0.6238 0.09 -0.20 0.14
```
Positions in Å, forces in eV/Å.

- Kohn-Sham gap (hartree) = 0.308
- energy relative to the best compared isomer or geometry (same formula, charge and spin) (kJ/mol) = 58.4
- HOMO level (eV) = -7.6
- SMILES = Nc1nc(O)c[nH]1
- E (eV) = -9709.9790

---

ORCA calculation (the ωB97M-V functional and the def2-TZVPD basis) on a structure of composition C16H28O11Si2.

Structure (XYZ):
```
57
Properties=species:S:1:pos:R:3:forces:R:3
Si 0.8912 1.9285 1.0925 -0.06 0.18 -0.69
Si -1.1514 0.8893 2.8271 -0.54 -0.39 -0.20
O -0.4837 -3.0603 0.6876 -0.04 -0.04 0.02
O -0.9488 -1.3210 5.2437 0.08 0.09 0.32
O -1.6282 -3.3176 4.4712 0.01 -0.06 0.14
O -3.1420 -1.8103 5.0880 0.02 -0.02 0.05
O -2.1260 -3.3214 -0.7898 0.00 -0.04 0.06
O -0.4083 2.5463 -3.7901 0.02 0.03 -0.06
O 4.0856 0.1942 -1.4297 -0.14 -0.15 0.01
O -0.8689 2.2409 -5.9467 0.02 0.03 0.01
O -0.6881 1.4822 1.3381 0.42 0.12 0.58
O -2.1159 1.2027 -4.3833 -0.07 -0.09 0.04
O -2.6178 -2.7471 1.3300 -0.20 -0.11 0.23
C 3.6772 4.3046 1.9535 0.16 -0.05 0.58
C 0.6835 3.1285 -4.5101 0.11 0.06 0.02
C 2.9899 -0.6274 -0.9963 0.32 0.07 -0.39
C 0.0978 3.2948 -5.8983 0.06 0.07 -0.03
C -3.8673 -2.8321 4.3914 -0.17 -0.05 -0.14
C 0.1281 -3.6117 -0.4818 0.06 -0.05 -0.08
C 1.1730 1.8207 -0.7504 -0.48 -0.11 0.52
C -2.8886 -3.9889 4.4157 -0.10 -0.09 -0.03
C 1.7967 -0.3762 -1.9062 -0.22 0.37 0.12
C -0.9132 -3.3339 -1.5491 0.10 0.02 -0.11
C 2.5123 4.0288 1.8961 0.02 0.12 -0.37
C 1.1151 3.6724 1.7675 0.01 -0.14 0.35
C 0.6832 0.4474 -1.2583 0.29 -0.11 -0.57
C -1.2241 1.9252 -4.6781 0.08 0.03 -0.01
C -1.8222 -3.0250 0.4947 0.21 0.20 -0.23
C -1.8218 -2.0808 4.9781 -0.05 -0.01 -0.39
H -4.8022 -3.0431 4.9039 0.05 0.09 0.13
H 0.2041 -0.1445 -0.4771 -0.03 -0.01 0.19
H 0.5745 4.4087 1.1755 -0.07 -0.01 -0.17
H -4.0730 -2.4860 3.3782 0.07 -0.03 0.01
H -0.0754 0.6051 -2.0220 -0.22 0.02 0.04
H 0.9783 4.0666 -4.0479 -0.10 -0.02 0.09
H -2.9959 -4.6083 5.3087 0.00 0.02 0.01
H 1.5268 2.4358 -4.4900 -0.01 -0.01 -0.02
H -0.9608 -4.0982 -2.3198 -0.13 -0.04 0.05
H 0.6786 3.6959 2.7685 -0.15 -0.03 0.06
H 1.8037 0.9955 1.7953 -0.05 0.02 0.15
H 2.7451 -0.3832 0.0366 -0.05 -0.11 0.18
H 0.8268 3.1709 -6.6943 -0.06 -0.12 -0.03
H -0.3480 1.4895 3.9113 0.08 0.08 -0.06
H 2.1560 0.1716 -2.7769 0.15 -0.04 -0.12
H 4.6641 4.5393 2.2692 0.13 0.05 -0.32
H -0.4162 4.2493 -6.0232 -0.01 0.00 0.03
H -2.9395 -4.6154 3.5297 0.11 0.09 -0.06
H 3.2928 -1.6729 -1.0649 0.00 -0.14 0.16
H 0.5427 2.5977 -1.1836 0.05 0.15 -0.13
H 2.2069 2.0283 -1.0176 0.13 -0.02 -0.05
H 0.2895 -4.6794 -0.3232 -0.02 0.00 0.00
H 1.0827 -3.1264 -0.6687 -0.03 0.09 0.11
H 4.8946 -0.2085 -1.1038 0.07 0.13 0.06
H 1.3830 -1.3119 -2.2805 0.01 -0.16 -0.02
H -2.5833 1.1972 3.0187 0.05 0.11 0.02
H -0.9897 -0.5706 2.8069 0.11 0.00 -0.08
H -0.7835 -2.3557 -2.0159 0.00 0.02 0.03
```
Positions in Å, forces in eV/Å.

- Kohn-Sham gap (hartree) = 0.362
- HOMO level (eV) = -9.3
- E (eV) = -55324.1535